Formula: C6H6LiO2Zn
Source: the Open Molecules 2025 dataset
Level of theory: the ωB97M-V functional and the def2-TZVPD basis

```
! RIJCOSX wB97M-V def2-TZVPD def2/J DEFGRID3
* xyz 3 1
Zn 1.50 0.99 -1.36
O -0.23 1.79 -1.07
O -1.59 -2.46 -0.61
C -1.31 1.19 1.06
C 1.88 -1.06 -0.62
C -0.80 1.81 0.03
C -0.15 -1.08 0.92
C -0.93 -1.87 0.10
C 1.24 -0.85 0.57
Li -1.47 2.59 -2.64
H 1.78 -0.29 1.35
H -2.31 0.75 1.09
H -1.65 2.40 1.24
H 1.42 -1.67 -1.41
H 2.97 -0.95 -0.63
H -0.36 -1.29 1.98
*
```

Results
- Max |F|: 5.5 eV Å⁻¹
- HOMO-LUMO gap (alpha / beta): 6.777 / 6.777 eV
- LUMO level (alpha / beta): -14.41 / -14.41 eV